Record 1
Computed, not measured: a gas-phase ion, C7H10NO2 (charge +1), with the ωB97M-V functional and the def2-TZVPD basis.

Each line ends with the Mulliken spin population.
Element x y z (Å)
C  1.689  0.665  -0.563  0.022
C  1.099  0.720  0.635  0.185
C  1.199  -0.244  -1.682  0.268
C  -0.180  0.104  0.993  -0.031
C  0.795  0.604  -2.577  1.047
C  -0.875  0.692  2.176  0.008
C  -1.811  -1.555  0.498  -0.003
N  -0.572  -0.876  0.280  0.078
O  1.089  -1.529  -1.555  0.220
O  0.747  1.571  -3.343  0.161
H  2.616  1.180  -0.762  0.007
H  1.587  1.291  1.416  0.008
H  -1.948  0.526  2.133  0.000
H  -0.487  0.225  3.084  -0.001
H  -0.689  1.759  2.250  -0.003
H  -1.806  -2.471  -0.088  0.000
H  -1.983  -1.788  1.549  0.004
H  -2.641  -0.932  0.157  0.004
H  0.660  -1.716  -0.669  0.001
H  1.512  1.774  -3.932  0.024

The net charge is +1. The expectation value of S² is 2.024. For the energy above the lowest of the compared OMol25 structures with the same formula, charge and spin, the calculation gives 0.610 eV. The calculation puts the orbital gap (alpha / beta) at 8.27 / 6.42 eV. The strongest force on any atom comes out at 0.1108 hartree/bohr. As for the spin multiplicity: 3. As for the calculated total energy: -12992.8777 eV.



Record 2
Computed, not measured: 13 unconnected molecules or ions with the total composition C32H70B6F24N8O6, with the ωB97M-V functional and the def2-TZVPD basis.

Each line ends with the Löwdin charge.
Element x y z (Å)
C  -5.095  5.202  -3.156  0.043
C  -5.499  4.970  -1.737  -0.402
O  -5.104  5.596  -0.811  0.183
N  -6.509  3.868  -1.464  0.092
H  -7.113  4.038  -0.660  0.179
H  -7.134  3.798  -2.275  0.177
C  -5.797  2.525  -1.404  0.041
H  -5.949  5.146  -3.839  0.101
H  -4.287  4.495  -3.362  0.096
H  -4.830  6.251  -3.249  0.113
H  -6.525  1.726  -1.300  0.108
H  -5.050  2.520  -0.620  0.100
H  -5.371  2.415  -2.401  0.099
C  -2.232  3.003  0.893  0.047
C  -1.875  1.653  0.336  -0.393
O  -2.290  0.597  0.614  0.171
N  -0.822  1.670  -0.712  0.125
H  -1.012  2.388  -1.438  0.149
H  0.117  1.940  -0.353  0.151
C  -0.777  0.345  -1.320  -0.003
H  -2.953  2.686  1.655  0.090
H  -2.714  3.642  0.155  0.077
H  -1.440  3.534  1.410  0.101
H  -1.641  0.042  -1.907  0.105
H  -0.734  -0.450  -0.583  0.066
H  0.171  0.305  -1.847  0.103
C  2.635  5.804  7.979  0.031
C  2.306  6.396  6.660  -0.409
O  2.488  7.518  6.370  0.199
N  1.607  5.507  5.638  0.082
H  0.802  4.973  6.001  0.189
H  1.051  6.003  4.931  0.183
C  2.545  4.552  4.923  0.046
H  3.703  5.560  8.043  0.116
H  2.175  4.856  8.258  0.099
H  2.512  6.556  8.755  0.107
H  3.397  5.161  4.640  0.113
H  1.985  4.127  4.100  0.110
H  2.799  3.737  5.603  0.084
C  0.751  -5.261  -2.186  0.036
C  -0.631  -5.254  -2.731  -0.405
O  -1.157  -6.101  -3.348  0.190
N  -1.473  -4.103  -2.288  0.066
H  -2.251  -4.358  -1.625  0.143
H  -0.934  -3.591  -1.572  0.102
C  -1.953  -3.101  -3.290  0.041
H  1.174  -6.263  -2.125  0.102
H  0.661  -5.073  -1.106  0.096
H  1.437  -4.524  -2.585  0.090
H  -1.153  -2.744  -3.927  0.111
H  -2.375  -2.346  -2.633  0.087
H  -2.740  -3.543  -3.889  0.105
C  3.325  0.185  -2.028  0.047
N  4.598  0.005  -2.762  -0.033
C  4.832  -1.121  -3.444  0.035
C  5.967  -1.247  -4.204  0.045
C  6.912  -0.215  -4.212  -0.136
C  6.693  0.896  -3.402  0.060
C  5.483  0.995  -2.746  0.043
C  8.146  -0.392  -5.020  -0.115
C  8.084  -0.823  -6.351  0.060
C  9.245  -0.932  -7.060  0.026
N  10.425  -0.573  -6.506  -0.082
C  10.477  -0.098  -5.260  0.016
C  9.362  -0.035  -4.453  0.060
C  11.676  -0.595  -7.310  0.051
H  2.570  -0.408  -2.527  0.104
H  2.929  1.202  -2.010  0.084
H  3.576  -0.143  -1.023  0.126
H  4.018  -1.833  -3.458  0.153
H  6.067  -2.083  -4.881  0.130
H  7.475  1.634  -3.302  0.134
H  5.292  1.862  -2.123  0.153
H  7.168  -1.257  -6.724  0.138
H  9.372  -1.346  -8.049  0.153
H  11.417  0.369  -4.992  0.158
H  9.439  0.336  -3.442  0.141
H  11.580  -1.384  -8.051  0.107
H  12.478  -0.819  -6.618  0.108
H  11.811  0.346  -7.836  0.119
C  -8.176  -3.657  1.415  -0.030
C  -7.429  -3.052  2.583  -0.303
C  -6.010  -2.650  2.200  -0.205
O  -6.127  -1.716  1.148  -0.148
C  -4.827  -1.557  0.556  -0.074
N  -8.165  -1.832  3.072  0.218
H  -7.847  -1.497  3.982  0.175
H  -8.107  -1.045  2.409  0.173
H  -9.182  -1.988  3.077  0.176
H  -8.237  -2.948  0.590  0.097
H  -9.101  -4.173  1.674  0.093
H  -7.591  -4.480  0.994  0.106
H  -7.454  -3.746  3.422  0.157
H  -5.420  -3.559  2.052  0.137
H  -5.482  -2.138  3.023  0.142
H  -4.874  -0.721  -0.145  0.093
H  -4.511  -2.456  0.038  0.082
H  -4.070  -1.166  1.243  0.095
C  -0.075  -1.574  2.919  0.002
C  0.478  -2.837  3.523  -0.279
C  0.661  -2.701  5.031  -0.197
O  -0.620  -2.545  5.611  -0.198
C  -0.501  -2.266  7.005  -0.082
N  -0.341  -4.114  3.345  0.234
H  0.263  -4.935  3.361  0.169
H  -1.180  -4.229  3.917  0.164
H  -0.703  -4.149  2.351  0.134
H  0.084  -1.635  1.840  0.061
H  0.390  -0.640  3.226  0.104
H  -1.138  -1.462  3.137  0.096
H  1.438  -3.112  3.097  0.140
H  1.200  -1.793  5.310  0.112
H  1.221  -3.540  5.465  0.134
H  -0.267  -3.264  7.412  0.089
H  -1.504  -2.051  7.367  0.089
H  0.262  -1.583  7.373  0.095
B  2.416  2.775  -0.315  -1.197
F  1.971  1.645  0.449  0.077
F  1.680  2.678  -1.542  0.072
F  2.035  3.929  0.383  0.114
F  3.795  2.716  -0.594  0.101
B  -1.478  4.534  -2.678  -1.191
F  -2.009  5.478  -3.579  0.098
F  -1.240  5.223  -1.455  0.083
F  -2.401  3.444  -2.446  0.046
F  -0.333  3.921  -3.229  0.103
B  -2.853  -3.526  0.445  -1.184
F  -3.539  -4.353  -0.471  0.132
F  -2.305  -2.401  -0.222  0.121
F  -3.605  -3.099  1.524  0.071
F  -1.655  -4.278  0.831  0.056
B  1.444  -2.288  -0.238  -1.235
F  1.642  -3.182  0.835  0.116
F  2.313  -2.528  -1.332  0.079
F  0.118  -2.417  -0.742  0.076
F  1.688  -0.961  0.145  0.119
B  2.025  0.915  5.788  -1.198
F  2.441  1.427  4.540  0.089
F  0.674  0.467  5.735  0.075
F  2.839  -0.146  6.236  0.088
F  2.198  1.945  6.777  0.037
B  -4.436  -0.003  -3.789  -1.235
F  -3.740  0.945  -4.566  0.096
F  -4.078  0.173  -2.427  0.067
F  -5.842  0.173  -3.881  0.068
F  -4.141  -1.312  -4.228  0.089

The net charge is +2. The calculation puts the orbital gap at 6.04 eV. The strongest force on any atom comes out at 0.0747 hartree/bohr. As for the calculated total energy: -127822.7465 eV.



Calculated values (g/mol) of molecular weight for the records, taken in order: 140.2, 1183.8.